Entry 1:
Formula: CH6N4O2S
Source: the OMol25 dataset
Level of theory: ωB97M-V with the def2-TZVPD basis set

The HOMO energy comes out at -9.3 eV. The value obtained for the orbital gap is 8.669 eV. Its energy relative to the best compared isomer or geometry (same formula, charge and spin) is 0.0 kcal/mol. The charge is 0. The total energy comes out at -809.3475 hartree. The molar mass is 138.15 g/mol.

Structure (XYZ):
```
14
Properties=species:S:1:pos:R:3:forces:R:3
C 0.20027 -0.18505 -1.60526 1.1 -0.5 -0.8
N 0.44563 -0.86441 -2.64687 0.1 -0.1 -0.4
N 1.26425 0.26254 -0.84305 0.6 0.2 0.1
N -1.06292 0.05546 -1.11150 -0.5 -0.2 2.2
N -0.01950 -0.46686 2.05717 -0.4 0.1 -0.9
O -0.42027 1.79560 0.67280 0.1 -0.2 0.1
O -2.38341 0.36934 0.98393 0.0 -0.2 0.0
S -1.13016 0.58799 0.34331 -1.1 0.9 -0.6
H -0.37810 -1.25431 -3.09034 -0.2 0.1 0.2
H 2.13936 0.16764 -1.33653 0.0 0.0 0.0
H 1.11917 1.16570 -0.41639 0.3 0.1 -0.1
H -0.02626 -1.47791 2.09583 0.0 0.0 0.0
H 0.91008 -0.08556 2.16749 0.0 -0.1 -0.1
H -0.65813 -0.07017 2.72939 0.0 -0.1 0.3
```
Positions in Å, forces in eV/Å.

Okay, here come the natural (NBO) numbers, in e, for every atom:
1 C 0.533
2 N -0.715
3 N -0.868
4 N -0.834
5 N -1.007
6 O -0.914
7 O -0.877
8 S 2.327
9 H 0.351
10 H 0.400
11 H 0.398
12 H 0.400
13 H 0.404
14 H 0.402

Entry 2:
Formula: C5H7NO
Source: the OMol25 dataset
Level of theory: ωB97M-V with the def2-TZVPD basis set

The HOMO energy comes out at -9.2 eV. The value obtained for the orbital gap is 9.999 eV. Its energy relative to the best compared isomer or geometry (same formula, charge and spin) is 88.0 kcal/mol. Its SMILES is OCC#C[C@H]1CN1. The charge is 0. The total energy comes out at -324.5842 hartree. The molar mass is 97.12 g/mol.

Structure (XYZ):
```
14
Properties=species:S:1:pos:R:3:forces:R:3
O 2.78618 0.35873 0.99078 0.1 0.3 0.0
C 2.60098 -0.53732 -0.09029 0.0 -0.3 -0.2
C 1.18186 -0.51596 -0.48549 -0.6 0.2 0.2
C -0.00002 -0.27441 -0.40628 0.5 -0.1 0.1
C -1.21413 0.20230 0.22932 0.1 0.2 0.1
C -2.49612 0.62538 -0.38044 0.0 0.2 -0.2
N -2.43091 -0.58009 0.43908 -0.1 -0.3 0.0
H 2.42037 1.21115 0.72101 0.1 -0.1 0.1
H 3.27145 -0.30508 -0.92553 -0.1 0.0 0.0
H 2.86886 -1.52082 0.30034 0.0 0.0 -0.2
H -0.89902 0.74697 1.11658 -0.2 0.0 0.0
H -2.64907 0.53809 -1.45191 0.1 -0.1 0.1
H -3.00864 1.46028 0.09163 0.0 -0.1 -0.1
H -2.43178 -1.40923 -0.14880 0.1 0.1 0.0
```
Positions in Å, forces in eV/Å.

Okay, here come the natural (NBO) numbers, in e, for every atom:
1 O -0.693
2 C -0.133
3 C -0.023
4 C -0.030
5 C -0.157
6 C -0.243
7 N -0.560
8 H 0.468
9 H 0.186
10 H 0.209
11 H 0.220
12 H 0.201
13 H 0.200
14 H 0.355